<one>
{"formula": "C48H49N10O3SSbSr", "method": "ωB97M-V/def2-TZVPD", "lumo_ev": -0.1987, "orbital_gap_ev": 6.508, "symbols": ["Sr", "C", "C", "N", "N", "C", "N", "S", "C", "C", "C", "C", "C", "N", "H", "H", "H", "H", "H", "H", "H", "H", "H", "C", "C", "C", "C", "C", "C", "N", "Sb", "C", "C", "C", "C", "C", "C", "N", "C", "C", "C", "C", "C", "C", "N", "H", "H", "H", "H", "H", "H", "H", "H", "H", "H", "H", "H", "H", "H", "H", "H", "H", "H", "C", "O", "C", "C", "C", "C", "C", "C", "N", "C", "N", "C", "C", "C", "C", "C", "C", "O", "C", "N", "C", "C", "C", "C", "C", "C", "O", "C", "H", "H", "H", "H", "H", "H", "H", "H", "H", "H", "H", "H", "H", "H", "H", "H", "H", "H", "H", "H", "H", "H"], "positions_angstrom": [[-0.3012, -0.8638, -0.3118], [4.4667, 1.3031, 2.3876], [3.0855, 1.0721, 1.8369], [2.8176, 0.7501, 0.6226], [3.8863, 0.6880, -0.2134], [3.6459, 0.1688, -1.3901], [4.7481, 0.1128, -2.2077], [2.1936, -0.4999, -2.0127], [1.9413, 1.3042, 2.7407], [2.0972, 1.2670, 4.1250], [1.0394, 1.6429, 4.9358], [-0.1299, 2.0774, 4.3415], [-0.2059, 2.0436, 2.9523], [0.7794, 1.6381, 2.1696], [4.7747, 0.4811, 3.0433], [4.4974, 2.2162, 2.9856], [5.1811, 1.3716, 1.5743], [5.4733, 0.7788, -1.9923], [4.5525, -0.0491, -3.1803], [3.0367, 0.9520, 4.5594], [1.1379, 1.6231, 6.0143], [-0.9664, 2.4272, 4.9277], [-1.0959, 2.3688, 2.4331], [4.0670, -2.1279, 1.2514], [2.7312, -2.1170, 1.9260], [2.6025, -1.8583, 3.2927], [1.3549, -1.8968, 3.8788], [0.2530, -2.2621, 3.1095], [0.4733, -2.5282, 1.7711], [1.6626, -2.4027, 1.1812], [-0.9043, -3.7789, 0.4759], [-2.6445, -2.4957, 0.1303], [-3.1649, -2.2061, -1.1244], [-4.4892, -1.7848, -1.1859], [-5.2262, -1.7193, -0.0226], [-4.6264, -2.0479, 1.1963], [-5.4117, -2.0141, 2.4739], [-3.3529, -2.4362, 1.2618], [0.2078, -3.4459, -1.4252], [1.2418, -4.3204, -1.6775], [1.8782, -4.2422, -2.9120], [1.4559, -3.3010, -3.8208], [0.4160, -2.4334, -3.4860], [-0.0714, -1.3776, -4.4302], [-0.2128, -2.5278, -2.3120], [4.7825, -2.6924, 1.8525], [4.4511, -1.1148, 1.1131], [3.9784, -2.5780, 0.2646], [3.4868, -1.6309, 3.8737], [1.2303, -1.6757, 4.9311], [-0.7246, -2.3719, 3.5566], [-2.5642, -2.3560, -2.0104], [-4.9428, -1.5497, -2.1403], [-6.2687, -1.4273, -0.0430], [-4.9793, -2.7052, 3.1954], [-6.4549, -2.2741, 2.3005], [-5.3751, -1.0209, 2.9219], [1.5618, -5.0397, -0.9349], [2.7047, -4.9011, -3.1446], [1.9413, -3.1916, -4.7807], [0.7284, -1.0487, -5.0908], [-0.4371, -0.5139, -3.8728], [-0.8901, -1.7695, -5.0393], [-7.9655, 0.6306, 1.1406], [-7.4957, 1.7385, 1.9073], [-6.9866, 2.7892, 1.1748], [-7.7076, 3.9649, 1.0746], [-7.1714, 5.0448, 0.3878], [-5.9087, 4.9391, -0.1725], [-5.1671, 3.7738, -0.0467], [-5.7061, 2.6775, 0.6162], [-5.0301, 1.4486, 0.8223], [-3.7154, 1.1879, 0.3864], [-3.6081, 1.2643, -0.9718], [-2.4788, 1.7547, -1.7222], [-1.1761, 1.3168, -1.4875], [-0.2137, 2.0553, -2.2095], [-0.5096, 3.0483, -3.1323], [-1.8345, 3.3452, -3.4288], [-2.8171, 2.6873, -2.7187], [-4.1596, 2.9406, -3.0062], [-4.7149, 2.0657, -3.9811], [-2.8025, 0.7232, 1.1834], [-3.0551, 0.8088, 2.5718], [-2.8190, -0.3033, 3.3748], [-3.0450, -0.3024, 4.7430], [-3.5200, 0.8453, 5.3553], [-3.7036, 1.9936, 4.5994], [-3.4337, 1.9966, 3.2339], [-3.4488, 3.1246, 2.4758], [-3.7364, 4.3566, 3.1152], [-9.0242, 0.4800, 1.3565], [-7.4125, -0.2645, 1.4229], [-7.8354, 0.8082, 0.0723], [-8.6843, 4.0127, 1.5382], [-7.7353, 5.9636, 0.2965], [-5.4781, 5.7783, -0.7037], [-4.1650, 3.7337, -0.4431], [-5.2061, 1.0776, 1.7475], [-4.4841, 1.5552, -1.3859], [0.8390, 1.8314, -2.0627], [0.2941, 3.5646, -3.6453], [-2.1198, 4.0706, -4.1806], [-4.8097, 2.5789, -4.9407], [-5.7096, 1.7575, -3.6499], [-4.0884, 1.1812, -4.1156], [-2.4806, -1.2005, 2.8778], [-2.8655, -1.2001, 5.3214], [-3.7280, 0.8642, 6.4171], [-4.0282, 2.9039, 5.0806], [-3.6467, 5.1190, 2.3486], [-3.0239, 4.5589, 3.9196], [-4.7543, 4.3671, 3.5134]], "lowdin_charge": [1.098, -0.044, -0.316, 0.041, -0.055, -0.886, 0.043, 0.610, -0.250, -0.053, -0.067, -0.050, -0.119, 0.143, 0.070, 0.082, 0.061, 0.083, 0.058, 0.105, 0.106, 0.095, 0.093, -0.014, -0.312, -0.027, -0.049, -0.097, -0.520, 0.036, 1.498, -0.541, -0.114, -0.047, -0.023, -0.322, -0.023, 0.040, -0.501, -0.122, -0.049, -0.039, -0.407, -0.034, -0.065, 0.087, 0.055, 0.082, 0.119, 0.116, 0.092, 0.084, 0.115, 0.101, 0.087, 0.078, 0.072, 0.097, 0.114, 0.121, 0.083, 0.067, 0.088, -0.065, -0.104, -0.252, -0.009, -0.089, -0.076, -0.017, -0.163, 0.146, -0.367, 0.139, -0.236, -0.181, -0.190, -0.103, -0.035, -0.276, -0.149, -0.079, 0.177, -0.239, -0.063, -0.094, -0.093, -0.033, -0.260, -0.096, -0.058, 0.092, 0.050, 0.100, 0.119, 0.100, 0.108, 0.116, 0.123, 0.119, 0.026, 0.094, 0.112, 0.086, 0.083, 0.093, 0.068, 0.102, 0.102, 0.103, 0.095, 0.096, 0.100]}

***

<two>
{"formula": "C48H49N10O3SSbSr", "method": "ωB97M-V/def2-TZVPD", "lumo_ev": 0.0591, "orbital_gap_ev": 6.979, "symbols": ["Sr", "C", "C", "N", "N", "C", "N", "S", "C", "C", "C", "C", "C", "N", "H", "H", "H", "H", "H", "H", "H", "H", "H", "C", "C", "C", "C", "C", "C", "N", "Sb", "C", "C", "C", "C", "C", "C", "N", "C", "C", "C", "C", "C", "C", "N", "H", "H", "H", "H", "H", "H", "H", "H", "H", "H", "H", "H", "H", "H", "H", "H", "H", "H", "C", "O", "C", "C", "C", "C", "C", "C", "N", "C", "N", "C", "C", "C", "C", "C", "C", "O", "C", "N", "C", "C", "C", "C", "C", "C", "O", "C", "H", "H", "H", "H", "H", "H", "H", "H", "H", "H", "H", "H", "H", "H", "H", "H", "H", "H", "H", "H", "H", "H"], "positions_angstrom": [[-0.3100, -0.2471, 0.6440], [2.8410, -2.4035, -2.0441], [2.0617, -1.3017, -1.3944], [0.8226, -1.0549, -1.6211], [0.2220, -1.7147, -2.6640], [-1.0671, -1.6235, -2.7196], [-1.6716, -2.0285, -3.8688], [-2.2072, -1.2061, -1.4146], [2.7878, -0.3096, -0.5506], [4.1385, -0.4679, -0.2653], [4.8268, 0.5728, 0.3378], [4.1553, 1.7451, 0.6233], [2.7951, 1.7983, 0.3510], [2.1236, 0.8030, -0.2072], [2.1843, -2.9885, -2.6775], [3.2769, -3.0499, -1.2788], [3.6581, -2.0049, -2.6503], [-1.0914, -2.4394, -4.5819], [-2.6475, -2.2622, -3.8330], [4.6461, -1.3889, -0.5125], [5.8781, 0.4656, 0.5716], [4.6548, 2.5915, 1.0739], [2.2165, 2.6820, 0.6011], [0.0450, 3.0256, 3.3072], [-0.2547, 3.3153, 1.8650], [0.0650, 4.5384, 1.2875], [-0.2877, 4.7724, -0.0316], [-0.9822, 3.7980, -0.7296], [-1.2920, 2.6056, -0.0843], [-0.8950, 2.3667, 1.1720], [-2.7937, 1.2960, -1.0397], [-1.6214, 1.5415, -2.9098], [-2.2683, 1.6967, -4.1312], [-1.5078, 1.7636, -5.2897], [-0.1323, 1.6525, -5.1930], [0.4445, 1.4875, -3.9354], [1.9252, 1.3002, -3.7709], [-0.2901, 1.4522, -2.8234], [-3.1027, 0.2649, 1.1336], [-4.4692, 0.3775, 1.3682], [-5.0202, -0.0795, 2.5615], [-4.1982, -0.6423, 3.5154], [-2.8356, -0.7423, 3.2412], [-1.8772, -1.3559, 4.2225], [-2.3276, -0.3086, 2.0928], [-0.6938, 3.5241, 3.9393], [1.0309, 3.3903, 3.5972], [-0.0128, 1.9572, 3.5055], [0.5829, 5.2879, 1.8723], [-0.0353, 5.7116, -0.5085], [-1.2752, 3.9588, -1.7587], [-3.3496, 1.7632, -4.1749], [-1.9796, 1.8949, -6.2564], [0.4942, 1.6899, -6.0754], [2.4825, 1.7416, -4.5972], [2.1527, 0.2312, -3.7378], [2.2534, 1.7345, -2.8279], [-5.1206, 0.8196, 0.6228], [-6.0865, 0.0038, 2.7368], [-4.5887, -1.0105, 4.4555], [-2.2489, -2.3204, 4.5754], [-1.7537, -0.7096, 5.0945], [-0.9021, -1.4957, 3.7549], [-1.9798, -8.0894, 0.1231], [-1.0931, -7.2247, 0.8038], [-1.4972, -6.7466, 2.0195], [-2.6006, -7.1994, 2.7212], [-2.9288, -6.6231, 3.9462], [-2.1517, -5.6027, 4.4621], [-1.0443, -5.1494, 3.7546], [-0.7143, -5.7049, 2.5298], [0.3899, -5.2401, 1.7799], [0.5138, -3.8002, 1.7405], [1.6467, -3.4234, 2.3517], [2.1538, -2.1578, 2.7687], [1.5924, -0.9324, 2.4204], [2.2519, 0.1654, 3.0091], [3.3593, 0.0773, 3.8333], [3.9032, -1.1709, 4.1276], [3.2927, -2.2874, 3.5905], [3.7345, -3.5754, 3.8143], [4.8257, -3.7496, 4.6907], [-0.3712, -3.0308, 1.2101], [-1.4771, -3.6599, 0.5887], [-2.7497, -3.5348, 1.1235], [-3.8619, -4.0508, 0.4734], [-3.7066, -4.7003, -0.7384], [-2.4381, -4.8572, -1.2873], [-1.3294, -4.3567, -0.6220], [-0.0474, -4.5104, -1.0715], [0.1152, -5.1737, -2.3066], [-1.5221, -8.2984, -0.8410], [-2.9502, -7.6096, -0.0286], [-2.1126, -9.0299, 0.6642], [-3.2203, -7.9879, 2.3187], [-3.7960, -6.9791, 4.4864], [-2.3992, -5.1546, 5.4157], [-0.4357, -4.3410, 4.1436], [0.3515, -5.5991, 0.8322], [2.1567, -4.2131, 2.7151], [1.8939, 1.1718, 2.8012], [3.8153, 0.9698, 4.2492], [4.7718, -1.2556, 4.7643], [4.6059, -3.3470, 5.6832], [5.7290, -3.2701, 4.3031], [4.9918, -4.8215, 4.7639], [-2.8601, -3.0150, 2.0659], [-4.8435, -3.9347, 0.9140], [-4.5664, -5.0933, -1.2664], [-2.3242, -5.3751, -2.2308], [1.1861, -5.2303, -2.4828], [-0.3567, -4.6121, -3.1174], [-0.2947, -6.1880, -2.2712]], "lowdin_charge": [1.146, -0.022, -0.290, -0.039, 0.017, -0.763, 0.089, 0.580, -0.251, -0.002, -0.046, -0.052, -0.139, 0.063, 0.052, 0.091, 0.089, 0.098, 0.079, 0.109, 0.111, 0.107, 0.105, -0.030, -0.343, -0.040, -0.058, -0.110, -0.447, 0.003, 1.296, -0.502, -0.130, -0.080, -0.039, -0.331, -0.027, 0.077, -0.436, -0.163, -0.068, -0.036, -0.358, -0.023, -0.069, 0.088, 0.082, 0.065, 0.114, 0.108, 0.095, 0.087, 0.102, 0.105, 0.075, 0.070, 0.068, 0.056, 0.104, 0.112, 0.071, 0.086, 0.056, -0.077, -0.091, -0.222, -0.021, -0.094, -0.097, -0.024, -0.189, 0.134, -0.366, 0.153, -0.214, -0.152, -0.197, -0.109, -0.050, -0.230, -0.114, -0.090, 0.137, -0.261, -0.035, -0.079, -0.097, -0.047, -0.267, -0.101, -0.077, 0.089, 0.092, 0.093, 0.103, 0.098, 0.099, 0.115, 0.111, 0.131, 0.047, 0.095, 0.093, 0.094, 0.092, 0.091, 0.104, 0.104, 0.101, 0.105, 0.090, 0.082, 0.090]}

***

Which is most stable? The ranking, best first, is <two>, <one>.

***

<one>
{"formula": "C4H10N2Si", "method": "ωB97M-V/def2-TZVPD", "lumo_ev": 0.5711, "orbital_gap_ev": 9.355, "smiles": "[H]/N=N/[C@](C)([SiH3])C=C", "symbols": ["C", "C", "C", "C", "N", "N", "Si", "H", "H", "H", "H", "H", "H", "H", "H", "H", "H"], "positions_angstrom": [[-1.7673, 0.9763, -1.0362], [-0.7098, 0.2538, -1.1318], [1.5612, -0.8987, -0.4493], [0.1243, -0.2312, 0.0328], [-1.6996, -1.2929, 0.7872], [-0.4431, -1.3264, 0.6139], [0.8151, 1.1782, 1.2055], [-2.4042, 1.2358, -1.7763], [-1.9787, 1.3505, 0.0155], [-0.3440, 0.0402, -2.1099], [1.8998, -1.5424, 0.3157], [1.4751, -1.5130, -1.4050], [2.3343, -0.2048, -0.5711], [-2.0604, -2.2486, 0.9385], [-0.2178, 1.7692, 2.0734], [1.7249, 1.7916, 0.1829], [1.6902, 0.6625, 2.3140]], "lowdin_charge": [0.000, -0.203, -0.097, -0.662, 0.091, -0.076, 0.718, 0.025, 0.080, 0.095, 0.043, 0.099, 0.008, 0.063, -0.077, -0.036, -0.070]}

***

<two>
{"formula": "C4H10N2Si", "method": "ωB97M-V/def2-TZVPD", "lumo_ev": 0.7997, "orbital_gap_ev": 7.659, "smiles": "CN1C=CN(C)[SiH2]1", "symbols": ["C", "C", "C", "C", "N", "N", "Si", "H", "H", "H", "H", "H", "H", "H", "H", "H", "H"], "positions_angstrom": [[0.5547, -1.2715, 0.0669], [-0.7458, -1.1911, 0.0158], [2.6648, -0.1208, -0.0573], [-2.7165, 0.4186, 0.0619], [1.2159, 0.0276, -0.0364], [-1.3513, 0.0457, -0.2376], [0.1908, 1.3549, -0.0211], [1.1448, -2.1329, -0.0953], [-1.4419, -2.0712, 0.1985], [3.1901, 0.8279, -0.2798], [3.1151, -0.5080, 0.9117], [2.9418, -0.9037, -0.7736], [-3.4309, 0.0311, -0.7481], [-2.8169, -0.1182, 1.0719], [-2.7876, 1.4902, 0.0236], [0.3581, 1.9526, 1.1955], [-0.0850, 2.1688, -1.2966]], "lowdin_charge": [-0.174, -0.238, -0.144, -0.159, -0.310, -0.246, 0.696, 0.088, 0.130, 0.075, 0.092, 0.071, 0.091, 0.099, 0.048, -0.078, -0.040]}

***

Which is most stable? The ranking, best first, is <two>, <one>.